Molecular formula: C5H4
Method: DFT, ωB97M-V/def2-TZVPD

SMILES   C#CC#CC
Strongest force on any atom   1.584 eV Å⁻¹
Calculated total energy   -5246.1508 eV
Relative energy (zero: lowest compared OMol25 entry of this formula, charge and spin)   4.3 kJ/mol
M   64.1 Da

The geometry in XYZ format:
```
9
Properties=species:S:1:pos:R:3:nbo_charge:R:1
C -3.196 0.022 0.001 -0.183
C -1.976 -0.006 -0.009 -0.073
C -0.574 -0.074 -0.025 -0.120
C 0.632 -0.086 0.028 0.099
C 2.075 0.022 -0.019 -0.693
H -4.270 -0.047 0.010 0.242
H 2.482 -0.247 0.951 0.240
H 2.511 -0.670 -0.717 0.243
H 2.315 1.085 -0.219 0.245
```